[1]
{"formula": "C7H6N2S", "method": "ωB97M-V/def2-TZVPD", "elements": ["C", "C", "C", "C", "C", "C", "C", "N", "N", "S", "H", "H", "H", "H", "H", "H"], "positions_angstrom": [[2.4010, 0.1604, 0.3914], [1.7162, -1.0660, 0.5387], [1.7237, 1.3125, 0.1964], [0.3513, -1.0895, 0.4945], [0.2669, 1.4182, 0.2612], [-0.4294, 0.0694, 0.3345], [-2.7681, 0.3170, -0.3496], [-0.2705, 2.5368, 0.3056], [-1.7205, -0.0902, 0.2269], [-4.3357, -0.0964, 0.3005], [3.4812, 0.1682, 0.4184], [2.2754, -1.9787, 0.6726], [2.2352, 2.2586, 0.1075], [-0.1833, -2.0246, 0.5733], [-2.7680, 0.9220, -1.2519], [-5.0393, 0.4041, -0.7180]], "lowdin_charge": [-0.0997, -0.0850, -0.0501, -0.0418, -0.3751, -0.2173, -0.5395, 0.2254, 0.0193, 0.7958, 0.1043, 0.1017, 0.1034, 0.1129, 0.0855, -0.1397], "charge": 0, "homo_ev": [-8.74, -7.15], "homo_lumo_gap_ev": [7.460, 6.826]}


[2]
{"formula": "C7H6N2S", "method": "ωB97M-V/def2-TZVPD", "elements": ["S", "N", "C", "N", "C", "C", "C", "C", "C", "C", "H", "H", "H", "H", "H", "H"], "positions_angstrom": [[-5.0965, 0.7321, 0.0362], [-3.4519, 0.2534, 0.2069], [-2.3101, -0.0989, 0.0048], [-1.2596, -0.7163, -0.2424], [0.0883, -0.3985, -0.1551], [0.5010, 0.8938, -0.1764], [1.8214, 1.2693, -0.1375], [2.7768, 0.2804, -0.1194], [2.3759, -1.0837, -0.1668], [1.0221, -1.4186, -0.0974], [-5.5747, -0.1591, 1.1227], [-0.3397, 1.7285, -0.1313], [1.9246, 2.3521, -0.0632], [3.7434, 0.6478, 0.0253], [3.1839, -1.9114, -0.1470], [0.5951, -2.3711, 0.0407]], "lowdin_charge": [0.6855, -0.3578, -0.2614, 0.1356, -0.3231, -0.0699, -0.1073, -0.0970, -0.0654, -0.0354, -0.0664, 0.1515, 0.1087, 0.0775, 0.1285, 0.0965], "charge": 0, "homo_ev": -8.22, "homo_lumo_gap_ev": 8.637, "smiles": "SN=C=Nc1ccccc1"}


[3]
{"formula": "C7H6N5O2", "method": "ωB97M-V/def2-TZVPD", "elements": ["C", "C", "C", "C", "C", "C", "C", "N", "N", "N", "N", "N", "O", "O", "H", "H", "H", "H", "H", "H"], "positions_angstrom": [[2.8216, -0.8539, -0.2080], [2.9202, 0.2720, 0.6701], [1.6676, -0.9155, -0.9331], [1.7871, 1.0488, 0.8289], [0.4993, -0.0715, -0.8085], [-2.6471, 1.5171, -0.4617], [-2.2951, 0.0410, 0.1572], [0.7548, 0.9347, 0.0450], [-1.6481, -1.5826, 1.4257], [-2.1034, -2.1329, 0.3758], [-1.6498, -0.2951, 1.3440], [-2.5632, -1.1364, -0.4517], [-1.8380, 2.3854, -0.1646], [-3.6623, 1.4399, -1.1550], [3.7750, -1.3683, -0.2694], [3.9261, 0.5516, 1.0937], [1.4533, -1.7870, -1.5312], [1.7021, 1.8174, 1.4541], [-0.0279, 1.6138, -0.0283], [-2.8721, -1.4784, -1.3827]], "lowdin_charge": [-0.1007, -0.0774, -0.1406, -0.1144, -0.0592, -0.6897, -0.2171, 0.0102, -0.1296, -0.0605, 0.0013, 0.0516, -0.0411, -0.0381, 0.0888, 0.1072, 0.0625, 0.0805, 0.1040, 0.1624], "charge": -1, "homo_ev": -4.71, "homo_lumo_gap_ev": 8.034}


[4]
{"formula": "C7H6N6O", "method": "ωB97M-V/def2-TZVPD", "elements": ["C", "C", "C", "C", "N", "C", "N", "N", "N", "N", "N", "C", "C", "O", "H", "H", "H", "H", "H", "H"], "positions_angstrom": [[1.3763, -1.1679, -1.3479], [1.0801, -0.4618, -0.0519], [0.1777, 0.5647, -0.0255], [-0.0633, 1.3315, 1.1048], [-0.9884, 2.3744, 1.0259], [-1.1549, 3.3487, 1.9567], [-2.1223, 4.1137, 1.5482], [-2.5228, 3.6039, 0.3409], [-1.9124, 2.5209, 0.0178], [0.5946, 1.0328, 2.2415], [1.5459, 0.0586, 2.2623], [1.8161, -0.7090, 1.1598], [2.8427, -1.7911, 1.1712], [3.5020, -2.2037, 2.1020], [1.5941, -2.2308, -1.2251], [0.4993, -1.1095, -1.9932], [2.2316, -0.7025, -1.8805], [-0.3230, 0.8621, -0.9346], [-0.5901, 3.4641, 2.8821], [3.0003, -2.3155, 0.2289]], "lowdin_charge": [-0.0417, -0.1865, 0.0278, -0.2401, -0.0602, -0.1291, 0.0329, -0.0317, 0.0751, 0.0921, 0.1095, -0.1548, -0.1946, 0.0765, 0.0745, 0.0842, 0.1106, 0.1150, 0.1347, 0.1059], "charge": 0, "homo_ev": -10.28, "homo_lumo_gap_ev": 9.060, "smiles": "Cc1cc(-n2cnnn2)nnc1C=O"}


[5]
{"formula": "C7H6O", "method": "ωB97M-V/def2-TZVPD", "elements": ["C", "C", "C", "C", "C", "C", "C", "O", "H", "H", "H", "H", "H", "H"], "positions_angstrom": [[2.7450, -0.4750, 0.2024], [2.6962, 1.7123, -0.4500], [1.9637, 0.6807, -0.3681], [0.7926, -0.3820, -0.4239], [1.7135, -1.3482, 0.1836], [-0.6740, -0.3491, -0.4038], [-1.4672, 1.0126, -0.3512], [0.0393, -0.6393, -1.6307], [3.8342, -0.4144, 0.5435], [1.4235, -2.3345, 0.5321], [-1.3092, -1.2072, 0.0283], [-2.5000, 0.9240, -0.5173], [-0.9853, 1.6450, -0.9972], [-1.2393, 1.4416, 0.5807]], "lowdin_charge": [-0.0375, 0.2247, -0.2725, -0.3510, 0.0221, -0.2116, -0.0005, 0.0239, 0.1390, 0.1210, 0.1661, 0.0613, 0.0506, 0.0644], "charge": 0, "homo_ev": -9.47, "homo_lumo_gap_ev": 9.172}


[6]
{"formula": "C7H6O", "method": "ωB97M-V/def2-TZVPD", "elements": ["C", "C", "C", "C", "C", "C", "C", "O", "H", "H", "H", "H", "H", "H"], "positions_angstrom": [[1.8127, -0.1016, -0.0082], [0.9844, -0.9137, -0.4671], [2.7665, 0.7371, 0.2555], [-1.5198, 0.2662, 0.8397], [-0.2099, -1.3638, -0.7528], [-1.4010, -0.4864, -0.4724], [-1.4289, 0.8915, -1.0240], [-1.8509, 1.4423, 0.0936], [3.8040, 0.6348, -0.0071], [2.5842, 1.8049, 0.4044], [-2.3206, -0.0186, 1.4370], [-0.5532, 0.4158, 1.2664], [-0.3853, -2.3417, -0.8707], [-2.2822, -0.9668, -0.6944]], "lowdin_charge": [-0.1092, -0.0244, 0.0231, -0.1082, -0.0310, -0.2869, 0.0261, -0.0201, 0.0582, 0.0691, 0.1057, 0.1156, 0.0635, 0.1185], "charge": 0, "homo_ev": -8.30, "homo_lumo_gap_ev": 8.226}


[7]
{"formula": "C7H6O", "method": "ωB97M-V/def2-TZVPD", "elements": ["C", "C", "C", "C", "C", "O", "C", "C", "H", "H", "H", "H", "H", "H"], "positions_angstrom": [[-2.1354, -0.0307, -0.2272], [-1.4303, 1.0973, -0.0565], [-0.0246, 0.7654, 0.4264], [1.3348, 1.1371, -0.1903], [2.0305, 0.0317, -0.2107], [1.3013, -1.1585, 0.0652], [-0.0130, -0.6939, 0.1891], [-1.2114, -1.2043, -0.0222], [-3.1550, -0.0648, -0.5191], [-1.8641, 2.0756, -0.0314], [0.1240, 0.9506, 1.4904], [1.7050, 2.1697, -0.3425], [3.0388, -0.2450, -0.4902], [-1.5627, -2.2330, -0.0802]], "lowdin_charge": [-0.0583, -0.0553, -0.2153, -0.0153, -0.0988, 0.0117, -0.2702, 0.0026, 0.0884, 0.0897, 0.1679, 0.1203, 0.1247, 0.1079], "charge": 0, "homo_ev": -8.15, "homo_lumo_gap_ev": 9.074, "smiles": "C1=C[C@@H]2C=COC2=C1"}


[8]
{"formula": "C7H6O", "method": "ωB97M-V/def2-TZVPD", "elements": ["C", "C", "C", "C", "C", "C", "C", "O", "H", "H", "H", "H", "H", "H"], "positions_angstrom": [[0.7639, 1.0890, 1.7111], [0.0661, -0.0950, 1.1758], [-0.2711, -0.4077, -0.1125], [-0.9675, -1.5952, -0.4936], [-0.8178, -1.5692, -1.8386], [0.0069, 0.0225, -1.4681], [0.5379, 1.2728, -1.7692], [0.8828, 2.3729, -1.9174], [0.4103, 1.4271, 2.6929], [0.8342, 1.8118, 0.9204], [1.7776, 0.6705, 1.9128], [-0.5487, -0.5825, 1.8753], [-1.5275, -2.2940, 0.0280], [-1.1472, -2.1229, -2.7168]], "lowdin_charge": [-0.0848, -0.0995, -0.3149, -0.1071, 0.1198, -0.0509, -0.1170, 0.1667, 0.0819, 0.0577, 0.0939, 0.0874, 0.0896, 0.0772], "charge": 0, "homo_ev": -8.07, "homo_lumo_gap_ev": 8.362, "smiles": "C/C=C1/C=CC1=C=O"}


Going through the records in order, we get ΔE to the lowest compared entry with this formula, charge and spin values of 2.6136 1.2193 3.2221 2.9191 6.0223 5.8574 1.1817 3.6828 eV.
Going through the records in order, we get calculated total energy values of -777.901627 -777.952867 -694.556704 -674.021013 -345.303896 -345.309957 -345.481785 -345.389874 Eh.